#P
Here is one molecule with the formula C5H6 from the Open Molecules 2025 dataset. Energies are from ωB97M-V/def2-TZVPD.

Output
HOMO-LUMO gap	0.362	Eh
LUMO energy	1.15	eV
highest occupied orbital energy	-8.71	eV
SMILES	C=CC1=CC1

```
! wB97M-V def2-TZVPD RIJCOSX def2/J DEFGRID3
* xyz 0 1
C 0.45591 1.08006 -1.48971
C -0.56737 0.47336 -0.98857
C -0.35985 -0.30089 0.20796
C -0.79389 -0.50380 1.43458
C 0.63392 -0.96989 1.09113
H 0.31695 1.71405 -2.27867
H 1.40310 0.78026 -1.14476
H -1.51995 0.68969 -1.39590
H -1.72310 -0.45481 1.99564
H 1.38308 -0.47444 1.55734
H 0.77120 -2.03359 1.01096
*
```

=====

#Q
Here is one molecule with the formula C5H6 from the Open Molecules 2025 dataset. Energies are from ωB97M-V/def2-TZVPD.

Output
HOMO-LUMO gap	0.335	Eh
LUMO energy	0.49	eV
highest occupied orbital energy	-8.63	eV
SMILES	C#CC1CC1

```
! wB97M-V def2-TZVPD RIJCOSX def2/J DEFGRID3
* xyz 0 1
C 2.73449 0.02116 -0.02468
C 1.34493 -0.24876 -0.12857
C 0.07361 -0.20457 0.40210
C -0.93318 0.78324 -0.12976
C -1.33843 -0.59507 -0.15001
H 3.68973 -0.04360 -0.35625
H 0.03155 0.13551 1.55531
H -1.34323 1.46280 0.74401
H -0.87737 1.18487 -1.38302
H -1.34776 -1.27779 -1.06586
H -2.03433 -1.21780 0.53674
*
```

=====

Pick #P: it beats the second-best structure by 272.0 kJ/mol.

=====

#P
Here is one molecule with the formula C5H6 from the Open Molecules 2025 dataset. Energies are from ωB97M-V/def2-TZVPD.

Output
HOMO-LUMO gap	0.393	Eh
LUMO energy	1.09	eV
highest occupied orbital energy	-9.59	eV
SMILES	C#CC1CC1

```
! wB97M-V def2-TZVPD RIJCOSX def2/J DEFGRID3
* xyz 0 1
C -2.51977 0.13751 -0.03304
C -1.31799 -0.10397 0.05907
C 0.16213 -0.01942 0.50814
C 1.21104 -0.61759 -0.27741
C 1.15212 0.83588 -0.05027
H -3.57518 0.12155 -0.39106
H 0.06647 -0.42456 1.42652
H 1.57737 -1.46833 0.32602
H 0.65894 -0.98863 -1.13715
H 0.62435 1.31109 -0.92429
H 1.96053 1.21647 0.49348
*
```

=====

#Q
Here is a 2-piece molecular cluster, C5H6 overall from the Open Molecules 2025 dataset. Energies are from ωB97M-V/def2-TZVPD.

Output
HOMO-LUMO gap	0.401	Eh
LUMO energy	1.07	eV
highest occupied orbital energy	-9.84	eV
SMILES	C=C=C.C#C

```
! wB97M-V def2-TZVPD RIJCOSX def2/J DEFGRID3
* xyz 0 1
C -0.05237 1.08167 1.53662
C 0.08972 -0.17554 1.27816
C 0.43130 -1.29354 0.78513
H 0.41205 1.48418 2.46720
H -0.71931 1.70241 0.75770
H 1.34943 -1.34558 0.11252
H -0.18939 -2.17035 1.00815
C -0.77957 0.59753 -2.19016
C 0.14409 -0.08697 -2.51782
H -1.57200 1.19772 -1.91720
H 0.95224 -0.68941 -2.79376
*
```

=====

Pick #P: it beats the second-best structure by 17.3 kJ/mol.